{
  "formula": "C38H39FI2N3O2PSn",
  "method": "ωB97M-V/def2-TZVPD",
  "elements": ["H", "H", "F", "P", "C", "C", "H", "H", "H", "H", "C", "C", "C", "H", "O", "N", "H", "N", "C", "H", "H", "H", "C", "I", "C", "C", "C", "H", "C", "C", "C", "C", "H", "H", "H", "C", "H", "C", "Sn", "H", "H", "H", "C", "C", "C", "H", "H", "H", "C", "H", "H", "C", "C", "H", "C", "C", "C", "C", "I", "H", "C", "H", "H", "H", "C", "C", "H", "H", "H", "C", "C", "H", "H", "C", "O", "H", "C", "C", "C", "C", "C", "H", "H", "C", "H", "H", "N"],
  "positions_angstrom": [[-11.290334, -10.780393, 7.995065], [-7.432803, -12.432732, 12.162167], [-7.049449, -17.537924, 13.849985], [-6.520350, -14.771890, 7.461268], [-2.693652, -11.737588, 8.177188], [-8.412557, -18.882174, 11.982873], [-8.673313, -15.847041, 6.968325], [-5.652125, -9.025945, 10.852173], [-12.184064, -15.793201, 10.071612], [-5.461470, -19.252649, 9.250967], [-10.830510, -18.383106, 11.905857], [-10.153465, -16.103150, 10.493171], [-4.462811, -18.926779, 7.369695], [-8.140257, -14.881928, 5.657404], [-7.115333, -18.373638, 11.697053], [-4.655676, -12.863631, 10.125778], [-2.403853, -10.863274, 8.762601], [-7.131897, -11.825234, 9.746149], [-10.636686, -11.698235, 11.174494], [-4.545479, -14.088313, 6.113199], [-7.197018, -9.561553, 11.602386], [-5.997907, -13.093597, 5.584435], [-8.764200, -11.120205, 7.289456], [-6.989315, -20.982690, 13.556585], [-1.439328, -13.923051, 8.468848], [-8.557576, -11.542971, 9.883683], [-3.426574, -13.525271, 9.840665], [-8.856613, -13.975457, 7.067319], [-5.357155, -18.588661, 8.405785], [-11.494528, -16.451288, 10.606093], [-6.078508, -17.409766, 8.332955], [-6.050747, -16.490661, 7.271510], [-8.326947, -11.218153, 12.995693], [-2.795374, -15.169262, 12.802739], [-12.908295, -17.793235, 11.640046], [-6.576443, -9.565159, 10.677563], [-5.284375, -16.380139, 5.188308], [-4.883085, -11.555182, 10.476664], [-6.688850, -13.903929, 9.859186], [-8.477988, -10.034275, 6.997217], [-9.945323, -15.176187, 9.926388], [-7.872397, -11.763358, 7.216525], [-4.406253, -18.048807, 6.276188], [-5.267343, -16.893324, 6.183568], [-5.488109, -13.672617, 6.437973], [-8.992784, -12.862304, 12.998531], [-3.928860, -19.879176, 7.407902], [-4.353687, -15.518616, 12.193583], [-8.471696, -12.101048, 12.397451], [-1.890342, -16.538740, 10.580846], [-12.404514, -11.168417, 10.215593], [-11.352036, -11.217132, 10.090242], [-11.865298, -17.555922, 11.427575], [-9.418879, -11.500021, 6.465678], [-9.344820, -11.197494, 8.698609], [-2.080291, -15.548378, 10.124771], [-9.229584, -11.804903, 11.098187], [-6.326172, -17.844370, 12.686235], [-12.867677, -20.559243, 13.000363], [-3.801558, -18.317878, 5.429891], [-3.522260, -14.807340, 12.054201], [-2.877279, -11.166586, 11.095440], [-10.107334, -20.922927, 14.134546], [-3.807838, -9.747922, 10.917237], [-9.924949, -20.235537, 13.315610], [-2.537196, -13.075169, 8.809780], [-6.751635, -17.119838, 9.119548], [-3.916582, -13.865434, 12.467390], [-3.781384, -11.565267, 8.001987], [-8.251523, -14.840089, 6.741871], [-1.322844, -15.165032, 9.038887], [-0.522198, -15.808249, 8.764575], [-7.250245, -9.127122, 9.918537], [-6.187670, -10.960285, 10.258124], [-5.188908, -17.615726, 12.562445], [-0.713114, -13.634435, 7.731482], [-3.849359, -10.793577, 11.265491], [-9.456219, -18.049141, 11.451735], [-3.052211, -14.689890, 10.615298], [-8.620478, -19.926720, 12.845583], [-10.991970, -19.575457, 12.710303], [-4.054339, -10.774044, 12.393549], [-2.154767, -11.687686, 7.255282], [-10.688180, -10.982309, 8.873346], [-11.180901, -12.166791, 12.020927], [-5.270362, -12.835456, 7.131114], [-9.135569, -16.864732, 10.877676]],
  "atomic_forces_ev_per_a": [[0.046, 0.247, 0.033], [-0.722, -0.141, 0.409], [1.052, -0.525, -2.005], [-1.559, -0.612, -2.082], [-1.528, 0.316, 0.035], [0.297, 1.322, -0.033], [0.094, 0.955, 0.428], [-0.357, 0.531, -0.071], [-0.209, -0.412, 0.577], [-0.158, 0.098, 0.124], [1.380, -0.548, -1.078], [0.440, -0.467, -0.776], [-0.910, 0.987, 0.064], [0.063, 0.425, -0.061], [0.425, -0.305, 1.181], [-2.238, 3.507, -0.270], [0.345, -0.281, 0.324], [1.837, 2.890, 1.126], [0.210, -0.555, -0.403], [0.108, -0.299, -0.065], [0.569, -0.226, -0.376], [0.433, -1.481, 1.014], [0.652, 1.017, -0.569], [0.053, -0.142, 0.160], [-1.581, 0.714, 0.243], [-1.544, 0.397, -1.311], [2.162, -0.908, 0.573], [0.004, -0.618, -0.288], [0.375, -0.127, -0.797], [-0.830, -0.893, 1.270], [-0.565, 0.861, 0.639], [2.132, -1.172, -0.179], [-0.301, 0.504, 0.284], [0.196, 0.207, -0.838], [0.281, 0.074, -0.098], [-0.247, -0.737, 0.072], [0.220, -0.149, 1.167], [2.808, -3.278, 0.151], [0.578, -1.178, 1.587], [-0.327, -1.811, 0.515], [0.250, -0.409, 0.478], [0.046, 0.466, 0.058], [-1.656, 0.388, 0.191], [1.514, -0.791, -1.039], [-0.762, 2.151, -0.384], [0.311, 0.271, -0.230], [0.084, 0.530, -0.099], [0.201, 0.114, -0.302], [0.540, -0.822, -1.111], [-0.093, 0.925, 0.063], [-0.806, 0.256, -0.375], [1.332, -0.621, 0.232], [0.581, 1.021, -1.384], [0.048, 0.435, 1.001], [1.225, -0.534, 0.674], [-0.475, -0.389, 0.195], [0.566, 0.387, 0.687], [-2.674, -0.448, 0.436], [0.487, 0.786, -0.051], [0.119, 0.092, -0.280], [-1.363, -0.462, 0.614], [1.042, -0.790, 0.002], [0.186, -0.302, -0.476], [-0.073, -0.302, 0.297], [-0.647, 1.050, -1.293], [0.408, -0.791, 1.029], [-0.069, -0.304, 0.803], [0.278, -0.060, -0.357], [0.643, 0.030, -0.320], [0.405, -0.157, 0.375], [0.252, -0.037, 0.303], [0.512, -0.398, -0.473], [0.613, -0.050, 0.174], [-4.269, -2.371, -0.904], [0.563, 0.261, 0.054], [-0.002, 0.350, -0.258], [-0.965, 1.210, 0.353], [-1.274, -0.140, 2.315], [-0.453, 0.970, 0.400], [0.099, 0.514, 0.166], [0.053, -0.291, 0.685], [0.008, -0.179, -1.588], [0.176, 0.076, -0.652], [-1.013, -0.249, 0.273], [0.575, 0.870, -0.335], [0.271, -0.409, -0.291], [-0.473, -0.032, -0.329]],
  "lowdin_charge": [0.126, 0.029, 0.081, 0.793, -0.037, -0.241, 0.072, 0.079, 0.109, 0.112, -0.171, -0.170, -0.033, 0.060, 0.014, -0.016, 0.087, -0.100, -0.026, 0.052, 0.120, 0.101, -0.047, 1.086, -0.016, -0.227, -0.200, 0.029, -0.045, -0.038, -0.104, -0.405, 0.080, 0.107, 0.090, 0.042, 0.125, -0.215, 1.186, 0.123, 0.089, 0.036, -0.040, -0.076, -0.229, 0.101, 0.122, 0.052, -0.041, 0.143, 0.108, -0.031, 0.001, 0.097, -0.205, -0.029, -0.216, -0.547, 0.924, 0.103, -0.033, 0.071, 0.088, 0.096, -0.202, -0.189, 0.067, 0.073, 0.069, -0.199, -0.067, 0.110, 0.118, -0.185, 0.178, 0.119, 0.010, -0.128, -0.188, -0.636, -0.598, 0.149, 0.084, -0.034, 0.138, 0.002, 0.112],
  "charge": 2,
  "homo_energy_ev": -12.38,
  "spin_multiplicity": 1,
  "gap_ha": 0.164,
  "lumo_ev": -7.919
}